[1]
{
  "formula": "C5H34N3O12",
  "method": "wB97M-V/def2-TZVPD",
  "energy_ha": -1277.9441,
  "total_charge": 1,
  "max_force_ev_per_a": 1.76,
  "elements": ["C", "C", "C", "C", "N", "C", "N", "N", "H", "H", "H", "H", "H", "H", "H", "H", "H", "H", "H", "H", "O", "H", "H", "O", "H", "H", "O", "H", "H", "O", "H", "H", "O", "H", "H", "O", "H", "H", "O", "H", "H", "O", "H", "H", "O", "H", "H", "O", "H", "H", "O", "H", "H", "O"],
  "coordinates": [[-0.7543, -2.2531, 0.8276], [-0.5221, -3.5731, 0.0945], [0.3498, -3.3943, -1.0660], [0.1448, -3.6798, -2.3879], [1.2402, -3.2011, -3.0787], [2.1002, -2.6535, -2.2200], [1.5990, -2.7732, -0.9812], [-1.1049, -1.1981, -0.1669], [0.1653, -1.9501, 1.3484], [-1.4917, -2.3723, 1.6346], [-1.4813, -4.0213, -0.2019], [-0.1333, -4.2981, 0.8401], [-0.6898, -4.1682, -2.8835], [1.3296, -3.1191, -4.0829], [3.0441, -2.1798, -2.4998], [1.9498, -2.3241, -0.1176], [-2.0433, -1.3071, -0.5101], [-1.0734, -0.2965, 0.2673], [-0.6176, 3.8598, 0.4395], [-0.3078, 5.2880, -0.0730], [0.0134, 4.3811, -0.1602], [1.6111, -0.3169, -4.9483], [1.3440, -0.4970, -3.4211], [1.5559, -0.9756, -4.2487], [0.2574, -0.1848, -1.3552], [0.6488, 1.1884, -2.0708], [0.9630, 0.2566, -1.8836], [-5.6712, 0.6927, 0.5588], [-5.6326, -0.0667, 1.8865], [-5.0998, 0.4833, 1.3067], [-1.4343, 1.7063, 4.3220], [-2.8516, 1.9223, 3.8831], [-2.3398, 1.4916, 4.5789], [1.5619, 1.2252, 2.3619], [1.4987, -0.3037, 2.1211], [1.0834, 0.4253, 2.6453], [-4.5332, 3.1743, 2.6956], [-4.3439, 1.7434, 2.0458], [-3.8642, 2.5109, 2.4942], [-2.3124, 2.8659, 1.7915], [-0.7496, 2.5726, 2.0443], [-1.4278, 2.8116, 1.3744], [3.2377, -1.6319, 1.7777], [2.8654, -0.5493, 0.6538], [2.5085, -1.3544, 1.2189], [-0.6456, 3.0019, -2.8727], [0.0676, 3.3634, -1.5188], [0.1117, 2.7875, -2.3312], [3.1195, 3.1896, 1.6462], [1.7661, 3.1893, 0.9031], [2.4359, 2.6000, 1.2996], [2.3773, 0.5400, -0.9834], [2.9883, 1.4533, 0.1557], [3.1322, 0.5889, -0.3316]],
  "forces_ev_per_angstrom": [[-0.0041, 0.6700, -0.1263], [-0.7274, -0.6859, 1.4448], [0.7530, -0.1453, -1.0962], [0.0046, 0.0916, 0.3912], [0.2401, -0.2796, 0.7764], [0.0648, -0.0853, 0.2928], [-0.8056, -0.3226, -1.0242], [0.6448, -0.4377, 0.4213], [-0.2416, 0.0099, -0.3525], [-0.0218, -0.0529, -0.3496], [0.2409, 0.2540, -0.2446], [0.1256, 0.3151, -0.4955], [0.3226, 0.2320, 0.1919], [0.0551, 0.0922, 0.1766], [-0.5633, -0.2015, 0.2115], [0.3801, -0.0474, -0.0269], [-0.3434, -0.1899, -0.1161], [-0.0876, 0.5336, 0.5469], [0.4407, 0.3950, -0.5692], [0.2810, -0.0443, -0.2206], [-0.6172, -0.4134, 0.9567], [0.0189, 0.0306, 0.1073], [-0.0967, 0.1310, -0.1683], [0.1284, 0.2465, -0.5312], [0.2056, 0.0272, -0.2802], [-0.0707, -0.4464, 0.0670], [-0.5051, 0.3787, 0.1266], [0.0303, 0.0039, 0.0025], [-0.0555, -0.1372, 0.1674], [-0.1021, -0.0860, -0.2792], [0.0472, -0.3006, 0.3460], [-0.3928, -0.0577, 0.0555], [0.4646, 0.1528, -0.1505], [-0.1068, -0.4495, 0.1508], [-0.2961, 0.6509, 0.5994], [0.0410, 0.1076, -0.4489], [0.0570, -0.0327, 0.0280], [0.4905, 0.8642, 0.5077], [-0.6124, -0.4477, -0.5842], [0.0745, -0.1564, 0.1698], [-0.9791, -0.0120, -0.4152], [1.0077, -0.1560, 0.3084], [0.1194, -0.1399, 0.1585], [-0.3128, -0.6228, 0.3389], [0.4874, 0.4313, -0.8537], [-0.2276, 0.1122, -0.1128], [-0.0738, -0.0972, -0.7707], [0.3608, -0.0170, 0.6916], [-0.0883, -0.0621, -0.0025], [0.2334, -0.0383, 0.0449], [-0.2491, 0.7380, -0.0367], [0.5277, -0.0548, 0.4760], [0.2037, -1.0690, -0.5115], [-0.4706, 0.8212, 0.0111]]
}

---

[2]
{
  "formula": "C5H35N2O10",
  "method": "wB97M-V/def2-TZVPD",
  "energy_ha": -1073.1707,
  "total_charge": 1,
  "max_force_ev_per_a": 2.72,
  "elements": ["C", "C", "C", "C", "C", "N", "N", "H", "H", "H", "H", "H", "H", "H", "H", "H", "H", "H", "H", "H", "H", "H", "H", "H", "O", "H", "H", "O", "H", "H", "O", "H", "H", "O", "H", "H", "O", "H", "H", "O", "H", "H", "O", "H", "H", "O", "H", "H", "O", "H", "H", "O"],
  "coordinates": [[-1.2731, -0.9593, 3.3599], [-0.8218, 0.5191, 3.4527], [0.4620, 0.6641, 2.6021], [0.6682, 2.0672, 2.0642], [1.8166, 2.3397, 1.1067], [2.1636, 1.1798, 0.2442], [-2.0680, -1.1893, 2.1223], [-0.3500, -1.5271, 3.3257], [-1.9798, -1.1943, 4.1497], [-1.5857, 1.2291, 3.1531], [-0.4338, 0.6530, 4.4659], [0.3984, -0.0033, 1.7355], [1.3221, 0.3017, 3.1689], [-0.3198, 2.5169, 1.8852], [0.7477, 2.9070, 2.7831], [1.5603, 3.1730, 0.4832], [2.6708, 2.5451, 1.7455], [2.9948, 1.2553, -0.3395], [2.2736, 0.2908, 0.7838], [1.4475, 0.9461, -0.4554], [-1.4073, -1.4047, 1.3979], [-2.7541, -0.4777, 1.9358], [0.4814, -3.4615, 2.3945], [1.3392, -3.1169, 1.3085], [1.3799, -3.1223, 2.2735], [2.5929, -1.9817, -3.6973], [1.5105, -2.7171, -4.3882], [1.6399, -2.0953, -3.6573], [0.8094, 0.3586, -2.5600], [0.9288, -1.1170, -1.9883], [1.1400, -0.1957, -1.8321], [2.3752, -1.7342, 1.8921], [3.7605, -1.4571, 1.4179], [2.9812, -0.9837, 1.7243], [-0.9117, 4.8399, -0.4338], [-1.9053, 3.9436, 0.4701], [-1.0231, 4.2970, 0.3430], [-4.2467, 2.2686, -0.0877], [-2.8675, 1.5618, -0.3999], [-3.5071, 1.7782, 0.2751], [-2.8477, -0.8915, -4.9019], [-2.1708, -1.9835, -4.0931], [-1.9815, -1.2251, -4.6507], [-4.6857, -1.4441, -2.9637], [-4.9186, 0.0458, -3.2557], [-4.2398, -0.5960, -3.0271], [0.7191, 0.4047, -4.6907], [-0.7822, 0.7130, -4.2673], [0.1441, 0.9445, -4.1445], [3.0458, -2.3097, -1.1970], [2.9171, -3.7454, -0.6109], [2.7907, -2.8102, -0.4225]],
  "forces_ev_per_angstrom": [[-1.7550, 1.7847, -1.0571], [1.8062, -1.2040, 0.2627], [-0.0538, 0.3714, -0.1487], [-1.2348, 1.5518, 1.0356], [-0.1829, -0.3499, 0.5982], [-0.5567, -0.5612, -0.3911], [1.2386, -1.1935, 0.9619], [-0.2826, -0.6019, 0.3338], [0.5799, -0.2780, 0.5911], [-0.1849, 0.0285, 0.2176], [-0.7131, 0.5614, 0.2090], [-0.1973, -0.0583, -0.1015], [-0.0084, 0.0636, 0.0769], [-0.0449, -0.8575, -1.9486], [1.1054, -0.9082, 0.8997], [0.1539, 0.5019, -0.3222], [0.3370, 0.0938, -0.3979], [0.2061, 0.4678, 0.3792], [0.3902, 0.1928, 0.1928], [-0.2931, -0.1040, 0.0370], [-0.4856, 0.4359, -0.8058], [0.2114, 0.2202, -0.3512], [0.0350, 0.0354, 0.9346], [0.6859, 0.0079, -0.4534], [-0.9053, -0.3890, -0.7886], [0.2184, 0.3112, 0.1544], [-0.4031, 0.0332, 0.1708], [0.2383, -0.5354, -0.5960], [-0.3627, -0.4585, -0.5273], [-0.2058, -0.0089, -0.4620], [0.4182, 0.6374, 1.0072], [0.0066, 0.5733, 0.4122], [0.2360, 0.1583, -0.1323], [-0.0228, -0.3353, 0.0431], [-0.6894, 0.0909, -0.2647], [-0.2763, 0.2512, -0.5302], [0.9434, -0.3955, 0.7445], [0.0950, -0.0709, -0.4032], [-0.1276, 0.0533, -0.5461], [0.1115, 0.0541, 0.9720], [-0.1112, -0.0154, 0.1737], [-0.0268, 0.0537, 0.1008], [0.3919, 0.0726, -0.3337], [-0.2309, -0.0125, 0.0832], [-0.1460, -0.0817, 0.0503], [0.1316, 0.1334, -0.0861], [-0.4844, -0.3009, -0.2984], [0.1551, -0.6220, -0.3315], [0.3863, 0.8028, 0.6724], [-0.0036, -0.0687, -0.2919], [0.1365, 0.0510, -0.2635], [-0.2296, -0.1824, 0.5186]]
}

---

What did we get for relative energy (zero: lowest compared OMol25 entry of this formula, charge and spin)? Answer: 0.0; 77.8 kcal per mole, in the order shown.
What did we get for orbital gap? Answer: 10.296; 8.509 eV, in the order shown.